# 1
Here is a molecular structure, C27H32AlCl2F2 from the Open Molecules 2025 dataset. Energies are from ωB97M-V/def2-TZVPD.

CARTESIAN COORDINATES (ANGSTROEM)
C: -2.415 1.333 1.817
C: -1.084 1.112 1.387
Al: -0.279 -0.749 0.958
C: 1.584 -0.377 0.206
Cl: 1.722 1.042 -0.963
C: 2.774 -1.042 0.447
C: 4.161 -0.626 -0.171
Cl: 2.787 -2.483 1.532
C: -1.499 -1.496 -0.554
C: -1.584 -3.079 -0.488
F: -2.796 -0.881 -0.585
C: -0.338 -1.847 2.672
C: -1.718 -1.739 3.469
F: -0.204 -3.276 2.365
H: -2.654 1.054 2.884
H: -3.193 1.818 1.170
H: -0.415 2.028 1.299
H: 5.005 -0.979 0.489
H: 4.247 0.481 -0.322
H: 4.222 -1.126 -1.181
H: -0.999 -1.249 -1.538
H: -2.044 -3.544 -1.401
H: -2.161 -3.313 0.452
H: -0.542 -3.478 -0.310
H: 0.506 -1.557 3.356
H: -1.508 -1.258 4.459
H: -2.535 -1.256 2.879
H: -2.073 -2.789 3.699
C: -1.019 3.127 4.909
C: -1.287 2.999 6.267
C: -2.161 3.884 6.891
C: -2.773 4.891 6.153
C: -2.507 5.016 4.794
C: -1.627 4.137 4.173
H: -0.336 2.439 4.423
H: -0.815 2.209 6.840
H: -2.365 3.788 7.951
H: -3.458 5.577 6.638
H: -2.986 5.800 4.218
H: -1.416 4.237 3.115
C: 0.972 4.348 -5.787
C: -0.106 3.504 -5.549
C: -0.193 2.805 -4.350
C: 0.795 2.959 -3.383
C: 1.871 3.807 -3.619
C: 1.962 4.498 -4.823
H: 1.041 4.890 -6.724
H: -0.880 3.388 -6.300
H: -1.030 2.142 -4.167
H: 0.725 2.418 -2.445
H: 2.640 3.928 -2.865
H: 2.805 5.155 -5.008
C: 0.915 -6.322 -4.058
C: 0.816 -6.388 -2.672
C: 1.171 -5.291 -1.896
C: 1.615 -4.121 -2.506
C: 1.711 -4.056 -3.891
C: 1.365 -5.157 -4.667
H: 0.642 -7.179 -4.662
H: 0.463 -7.296 -2.197
H: 1.100 -5.344 -0.816
H: 1.886 -3.264 -1.899
H: 2.055 -3.144 -4.367
H: 1.445 -5.106 -5.747

The value obtained for the orbital gap is 0.2286 Ha. As for the highest occupied orbital energy: -0.1292 Eh. Its largest force on an atom is 2.67 eV Å⁻¹. As for the charge: -1. For the LUMO energy, the calculation gives 2.70 eV.



# 2
Here is a gas-phase ion, C18H24NO2 (charge +1) from the Open Molecules 2025 dataset. Energies are from ωB97M-V/def2-TZVPD.

CARTESIAN COORDINATES (ANGSTROEM)
C: -3.995 -0.921 -1.189
C: -2.491 -1.093 -1.317
N: -1.702 -0.178 -0.445
C: -1.803 -0.482 1.000
H: -2.850 -0.445 1.302
H: -1.239 0.288 1.530
C: -1.242 -1.858 1.397
O: -2.207 -2.833 1.082
H: -2.039 -3.649 1.565
C: 0.104 -2.178 0.696
O: 0.765 -0.967 0.393
C: 2.134 -1.021 0.144
C: 2.786 -2.154 -0.315
C: 4.149 -2.098 -0.564
C: 4.853 -0.925 -0.363
C: 4.193 0.204 0.095
C: 2.836 0.159 0.355
H: 2.308 1.024 0.723
H: 4.736 1.121 0.262
H: 5.913 -0.890 -0.560
H: 4.655 -2.981 -0.920
H: 2.254 -3.077 -0.485
H: 0.724 -2.800 1.350
H: -0.104 -2.750 -0.221
H: -1.083 -1.816 2.483
H: -0.693 -0.309 -0.650
C: -2.007 1.260 -0.708
C: -0.880 2.148 -0.256
C: -0.974 2.882 0.920
C: 0.068 3.703 1.315
C: 1.211 3.796 0.538
C: 1.312 3.065 -0.635
C: 0.272 2.242 -1.029
H: 0.354 1.684 -1.951
H: 2.198 3.138 -1.246
H: 2.019 4.442 0.843
H: -0.016 4.275 2.225
H: -1.872 2.830 1.519
H: -2.156 1.377 -1.784
H: -2.933 1.520 -0.192
H: -2.182 -0.909 -2.349
H: -2.238 -2.118 -1.047
H: -4.474 -1.619 -1.870
H: -4.337 -1.163 -0.187
H: -4.323 0.079 -1.456

The value obtained for the orbital gap is 0.3492 Ha. As for the highest occupied orbital energy: -0.4281 Eh. The calculation puts the energy relative to the best compared isomer or geometry (same formula, charge and spin) at 43.18 kJ/mol. Its largest force on an atom is 0.96 eV Å⁻¹. As for the charge: +1. The SMILES is CC[N@@H+](Cc1ccccc1)C[C@@H](O)COc1ccccc1. For the LUMO energy, the calculation gives -2.15 eV.



# 3
Here is C5H7BrN2O3S in the gas phase from the Open Molecules 2025 dataset. Energies are from ωB97M-V/def2-TZVPD.

CARTESIAN COORDINATES (ANGSTROEM)
C: 2.144 0.803 0.705
C: 2.438 -1.427 -0.404
C: 2.827 -0.185 0.189
C: 0.130 -1.160 -0.056
C: -0.005 0.083 0.606
N: 1.275 -1.911 -0.521
N: -2.022 1.176 -0.973
O: -0.829 2.509 0.690
O: 0.251 1.925 -1.456
O: -0.638 0.069 1.794
S: -0.546 1.550 -0.329
Br: 4.778 0.068 0.098
H: 2.492 1.710 1.178
H: 3.277 -1.955 -1.005
H: -0.423 -1.930 0.488
H: -0.472 -1.150 -0.959
H: -2.008 0.729 -1.900
H: -2.769 1.803 -0.965
H: -0.853 1.078 1.874

The value obtained for the orbital gap is 0.3350 Ha. As for the highest occupied orbital energy: -0.3468 Eh. The calculation puts the energy relative to the best compared isomer or geometry (same formula, charge and spin) at 461.75 kJ/mol. Its largest force on an atom is 4.82 eV Å⁻¹. For the LUMO energy, the calculation gives -0.32 eV.



# 4
Here is CCl2O2S in the gas phase from the Open Molecules 2025 dataset. Energies are from ωB97M-V/def2-TZVPD.

CARTESIAN COORDINATES (ANGSTROEM)
C: 1.461 -0.253 0.871
O: 0.360 -0.766 0.611
O: -2.102 -1.069 -0.534
S: -0.862 -0.321 -0.690
Cl: -1.058 1.561 0.149
Cl: 2.201 0.848 -0.408

The value obtained for the orbital gap (alpha / beta) is 0.3055 / 0.3055 Ha. As for the highest occupied orbital energy (alpha / beta): -0.3430 / -0.3430 Eh. The calculation puts the energy relative to the best compared isomer or geometry (same formula, charge and spin) at 204.11 kJ/mol. Its largest force on an atom is 2.21 eV Å⁻¹. For the LUMO energy (alpha / beta), the calculation gives -1.02 / -1.02 eV.



# 5
Here is C3H5B in the gas phase from the Open Molecules 2025 dataset. Energies are from ωB97M-V/def2-TZVPD.

CARTESIAN COORDINATES (ANGSTROEM)
B: -0.368 0.934 0.387
C: -1.147 -0.039 -0.473
C: 1.078 0.392 0.188
C: -0.092 -0.530 0.584
H: -2.221 -0.227 -0.474
H: -0.765 -0.044 -1.496
H: 1.662 0.573 -0.745
H: 1.831 0.497 0.956
H: 0.023 -1.554 1.072

The value obtained for the orbital gap is 0.2874 Ha. As for the highest occupied orbital energy: -0.3124 Eh. The calculation puts the energy relative to the best compared isomer or geometry (same formula, charge and spin) at 218.88 kJ/mol. Its largest force on an atom is 2.59 eV Å⁻¹. The SMILES is C1B2CC12. For the LUMO energy, the calculation gives -0.68 eV.